Computed, not measured: C54H58N5O3P2STeTl as an isolated structure, with ωB97M-V with the def2-TZVPD basis set.

Structure (XYZ):
```
125
Properties=species:S:1:pos:R:3:lowdin_spin:R:1
Tl -1.3461 1.5170 0.5057 0.02
O -1.4266 5.7455 7.2781 0.00
C -2.4749 5.6152 6.6156 0.00
O -3.6311 6.0409 6.8047 0.00
C -2.2937 4.8487 5.2820 0.00
C -1.0645 4.3360 4.9104 0.00
C -0.9374 3.6227 3.7217 0.00
N -1.9681 3.3998 2.9030 0.00
C -3.1507 3.8948 3.2614 0.00
C -3.3593 4.6159 4.4315 0.00
C -4.3216 3.6585 2.3625 0.00
C -5.2162 4.6992 2.1131 0.00
C -6.3203 4.4652 1.3151 0.00
C -6.5044 3.1988 0.7846 0.00
C -5.5624 2.2259 1.0812 0.00
N -4.4920 2.4368 1.8477 0.00
C 0.3753 3.0036 3.3595 0.00
C 1.5762 3.5319 3.8284 0.00
C 2.7617 2.8720 3.5563 0.00
C 2.7292 1.6854 2.8392 0.00
C 1.4969 1.2325 2.4047 0.00
N 0.3541 1.8786 2.6421 0.00
H -0.2480 4.4695 5.6061 0.00
H -4.3334 5.0048 4.7038 0.00
H -5.0428 5.6729 2.5566 0.00
H -7.0249 5.2617 1.1080 0.00
H -7.3507 2.9663 0.1526 0.00
H -5.6785 1.2172 0.6960 0.00
H 1.5860 4.4555 4.3859 0.00
H 3.7020 3.2797 3.9062 0.00
H 3.6291 1.1313 2.6062 0.00
H 1.4131 0.3194 1.8164 0.00
C -1.2323 -2.5346 3.5275 0.00
P -2.0138 -1.2256 2.4912 0.00
C -2.8877 -0.3129 3.8262 0.00
C -3.4586 -2.1543 1.7657 0.00
C -3.2455 -2.7188 0.3422 0.00
P -2.6115 -1.4499 -0.8552 0.00
C -2.9005 -2.3456 -2.4405 0.00
C -4.1044 -0.3621 -0.9091 0.00
H -1.9478 -2.9658 4.2325 0.00
H -0.4099 -2.0823 4.0857 0.00
H -0.8148 -3.3291 2.9016 0.00
H -3.4861 -0.9906 4.4413 0.00
H -3.5286 0.4584 3.3873 0.00
H -2.1552 0.1941 4.4587 0.00
H -4.2846 -1.4339 1.7442 0.00
H -3.7495 -2.9502 2.4578 0.00
H -4.1843 -3.1272 -0.0453 0.00
H -2.5172 -3.5354 0.3572 0.00
H -3.9312 -2.7007 -2.5255 0.00
H -2.2141 -3.1941 -2.5163 0.00
H -2.6862 -1.6724 -3.2739 0.00
H -5.0274 -0.9489 -0.9657 0.00
H -4.0336 0.2807 -1.7903 0.00
H -4.1467 0.2971 -0.0362 0.00
C 6.9639 -5.6596 1.2663 0.00
C 5.8839 -4.6633 0.9282 0.00
C 5.0389 -4.1565 1.9007 0.00
C 4.0317 -3.2361 1.5964 0.01
C 3.1841 -2.7411 2.7544 0.00
C 3.8512 -2.8037 0.2728 0.05
Te 2.3233 -1.1984 -0.1090 0.12
N 1.1218 0.5821 -0.8815 0.62
C 1.2590 1.8264 -1.2735 0.06
O 0.4006 2.7063 -0.9846 0.04
C 2.3910 2.2945 -2.1779 0.02
C 2.0507 3.2459 -3.1375 0.00
C 3.0032 3.7300 -4.0213 0.00
C 4.3194 3.2910 -3.9392 0.00
C 4.6720 2.3644 -2.9682 0.00
C 3.7110 1.8624 -2.0978 0.00
C 1.3473 -2.5419 -1.4460 0.00
C 1.3574 -2.3563 -2.8381 0.00
C 1.9113 -1.1301 -3.5243 0.00
C 0.8797 -3.3769 -3.6615 0.00
C 0.3932 -4.5667 -3.1561 0.00
C -0.1251 -5.6525 -4.0635 0.00
C 0.3531 -4.7178 -1.7748 0.00
C 0.8041 -3.7287 -0.9078 0.00
C 0.6938 -3.9963 0.5776 0.00
C 4.7192 -3.3035 -0.7161 0.01
C 4.6225 -2.8674 -2.1590 0.01
C 5.7085 -4.2207 -0.3784 0.00
H 6.9934 -5.8582 2.3383 0.00
H 7.9469 -5.2926 0.9631 0.00
H 6.7981 -6.6096 0.7530 0.00
H 5.1574 -4.4844 2.9311 0.00
H 3.1100 -3.5055 3.5299 0.00
H 2.1771 -2.4697 2.4425 0.00
H 3.6325 -1.8532 3.2134 0.00
H 1.0261 3.5964 -3.1734 0.00
H 2.7197 4.4590 -4.7712 0.00
H 5.0671 3.6777 -4.6212 0.00
H 5.6981 2.0233 -2.8891 0.00
H 3.9925 1.1319 -1.3535 0.00
H 1.8684 -0.2521 -2.8936 0.00
H 1.3454 -0.9232 -4.4357 0.00
H 2.9525 -1.2886 -3.8185 0.00
H 0.9004 -3.2257 -4.7382 0.00
H 0.1148 -5.4451 -5.1068 0.00
H -1.2107 -5.7409 -3.9798 0.00
H 0.3032 -6.6215 -3.7996 0.00
H -0.0488 -5.6348 -1.3537 0.00
H -0.0025 -4.8147 0.7619 0.00
H 0.3437 -3.1084 1.1087 0.00
H 1.6629 -4.2701 1.0028 0.00
H 4.4053 -1.8003 -2.2265 0.00
H 3.8198 -3.3952 -2.6802 0.00
H 5.5566 -3.0656 -2.6881 0.00
H 6.3689 -4.5953 -1.1573 0.00
S -2.5804 5.3848 -3.0859 0.00
C -2.8689 4.4384 -1.6552 0.00
N -2.5422 3.1980 -1.7178 0.00
C -1.9954 2.9013 -2.9651 0.00
C -1.4892 1.6543 -3.3420 0.00
C -0.9615 1.5084 -4.6069 0.00
C -0.9267 2.5869 -5.5036 0.00
C -1.4086 3.8288 -5.1400 0.00
C -1.9426 3.9729 -3.8591 0.00
H -3.2833 4.9022 -0.7694 0.00
H -1.4714 0.8385 -2.6242 0.00
H -0.5483 0.5519 -4.9057 0.00
H -0.4939 2.4489 -6.4871 0.00
H -1.3618 4.6665 -5.8239 0.00
```

total charge: -1
energy above the lowest of the compared OMol25 structures with the same formula, charge and spin: 7.46 kcal per mole
LUMO (alpha / beta): 1.95 / 1.53 eV
E_HOMO (alpha / beta): -5.17 / -5.52 eV
multiplicity: 2
HOMO-LUMO gap (alpha / beta): 7.13 / 7.05 eV